This record from the Open Molecules 2025 dataset describes an isolated molecule of C5H2N3OP at a distorted geometry. The level of theory is ωB97M-V with the def2-TZVPD basis set.

Last column: Mulliken charge in e.
CARTESIAN COORDINATES (ANGSTROEM)
P: -2.272 0.513 0.266  0.702
O: -2.874 1.742 -0.210  -0.392
N: -0.876 -2.449 -1.509  -0.359
N: -4.969 -0.806 1.394  -0.320
N: 0.615 -1.656 2.250  -0.322
C: -0.379 0.593 -0.036  -0.819
C: 0.531 -1.167 1.238  0.117
C: 0.346 -0.677 -0.098  0.573
C: -3.960 -0.612 0.914  0.142
C: -0.200 -1.744 -0.920  0.066
H: 1.360 -0.255 -0.590  0.270
H: -0.040 1.122 0.763  0.342

relative energy (zero: lowest compared OMol25 entry of this formula, charge and spin) = 272.9 kJ/mol
LUMO energy (spin up / spin down) = -2.48 / -2.48 eV